1.
# C38H50BrI3NO5

4 unconnected molecules or ions with the total composition C38H50BrI3NO5 at a distorted geometry (ωB97M-V with the def2-TZVPD basis set, the Open Molecules 2025 dataset).

ORCA input file:
```
! wB97M-V def2-TZVPD RIJCOSX def2/J DEFGRID3
* xyz 1 1
C -3.327 2.280 1.606
C -2.850 1.282 0.870
C -2.435 0.031 -0.094
N -1.604 0.596 -1.207
C -0.651 -0.415 -1.854
C 0.515 0.383 -2.654
C 0.148 0.879 -4.143
C 0.563 -0.131 -5.338
I -1.179 -0.149 -6.719
C -1.578 -1.160 -2.963
O -2.562 -2.080 -2.417
O -2.742 -3.029 -3.363
C 0.069 -1.387 -0.788
C 0.656 -2.659 -1.670
C -0.201 -4.006 -1.587
C 0.532 -5.157 -0.666
C -0.475 -5.899 0.341
O -1.750 -5.963 0.213
O 0.071 -6.621 1.489
C -0.030 -5.822 2.703
C -1.515 -5.798 3.366
C 1.404 -0.827 -0.056
I 1.775 -2.246 1.623
C 1.452 0.646 0.526
C 1.838 0.822 2.107
I 3.196 1.651 -0.446
O -0.761 -1.965 0.239
C -1.863 -1.220 0.722
C -3.112 -2.289 0.862
Br -1.653 -0.580 2.643
H -4.145 2.939 2.105
H -3.447 -0.297 -0.579
H -2.286 0.908 -1.944
H -1.133 1.468 -0.905
H 1.490 -0.250 -2.743
H 0.690 1.365 -2.043
H -0.960 1.227 -4.271
H 0.771 1.853 -4.321
H 1.427 0.310 -5.971
H 0.725 -1.222 -5.019
H -2.197 -0.414 -3.621
H -0.963 -1.775 -3.740
H -3.587 -3.507 -3.152
H 1.726 -2.966 -1.304
H 0.862 -2.350 -2.779
H -1.288 -3.941 -1.253
H -0.214 -4.470 -2.660
H 1.434 -4.757 -0.078
H 0.959 -5.974 -1.383
H 0.650 -6.351 3.492
H 0.411 -4.751 2.603
H -2.328 -5.373 2.655
H -1.460 -5.063 4.261
H -1.797 -6.847 3.777
H 2.329 -0.976 -0.751
H 0.570 1.351 0.343
H 2.920 0.472 2.347
H 1.874 1.982 2.265
H 1.044 0.440 2.835
H -2.805 -3.256 1.398
H -3.869 -1.743 1.568
H -3.672 -2.450 -0.127
C -4.742 7.695 2.607
C -3.712 6.837 2.235
C -3.771 6.163 1.018
C -4.857 6.356 0.168
C -5.886 7.217 0.538
C -5.831 7.884 1.759
H -4.698 8.218 3.557
H -2.862 6.692 2.895
H -2.970 5.489 0.731
H -4.901 5.835 -0.783
H -6.731 7.369 -0.125
H -6.636 8.551 2.050
C 4.072 2.170 -3.897
C 4.112 1.518 -5.128
C 4.450 2.223 -6.279
C 4.758 3.579 -6.200
C 4.722 4.230 -4.969
C 4.375 3.526 -3.819
H 3.806 1.620 -2.999
H 3.878 0.459 -5.189
H 4.474 1.717 -7.239
H 5.026 4.128 -7.097
H 4.964 5.286 -4.907
H 4.342 4.035 -2.860
C 1.872 -1.050 6.420
C 2.707 -1.520 5.410
C 4.081 -1.596 5.620
C 4.620 -1.209 6.844
C 3.785 -0.741 7.855
C 2.412 -0.658 7.642
H 0.801 -0.988 6.254
H 2.286 -1.829 4.458
H 4.733 -1.956 4.830
H 5.691 -1.272 7.010
H 4.205 -0.441 8.810
H 1.762 -0.288 8.429
*
```

Orbital gap ... 7.79 eV
Maximum force ... 7.59 eV/A
Highest occupied orbital energy ... -10.977 eV
Total energy ... -5375.3130 Ha

Atom charges from the Mulliken analysis, given in e for atoms 1 to 6: -0.581 -0.724 0.358 0.138 -0.228 -0.374

2.
# C38H50CdClGeN2Sb2SiTe

A molecular structure, C38H50CdClGeN2Sb2SiTe at a distorted geometry (ωB97M-V with the def2-TZVPD basis set, the Open Molecules 2025 dataset).

ORCA input file:
```
! wB97M-V def2-TZVPD RIJCOSX def2/J DEFGRID3
* xyz -2 2
Cd -0.926 -0.109 -0.575
C 3.865 -4.434 1.379
Sb 2.382 -2.839 1.658
C 3.594 -1.349 0.658
C 3.256 -2.439 3.645
C 2.304 -2.899 4.690
C 2.211 -4.262 4.961
C 1.265 -4.777 5.834
C 0.379 -3.912 6.454
C 0.477 -2.550 6.225
C 1.430 -2.008 5.357
C 1.472 -0.554 5.131
Sb 0.379 0.114 3.231
C 1.382 2.023 3.605
C -1.326 0.368 4.541
H 4.827 -4.157 1.810
H 3.991 -4.636 0.321
H 3.506 -5.343 1.864
H 4.627 -1.367 1.003
H 3.164 -0.362 0.833
H 3.562 -1.561 -0.410
H 3.462 -1.374 3.717
H 4.197 -2.987 3.694
H 2.900 -4.932 4.458
H 1.218 -5.843 6.020
H -0.383 -4.295 7.123
H -0.203 -1.871 6.726
H 2.492 -0.180 5.047
H 0.966 -0.015 5.931
H 1.171 2.348 4.624
H 1.021 2.767 2.903
H 2.461 1.902 3.487
H -1.124 1.208 5.207
H -1.469 -0.542 5.123
H -2.218 0.575 3.960
C 0.100 -4.690 -1.507
C 0.796 -3.569 -2.233
C 2.014 -3.753 -2.872
C 2.593 -2.644 -3.501
C 1.900 -1.465 -3.583
C 0.571 -1.406 -3.069
N 0.123 -2.421 -2.281
N -0.252 -0.410 -3.412
Si -1.761 -0.833 -4.063
C -2.276 0.418 -5.403
C -3.284 -1.114 -2.941
C -1.577 -2.462 -5.067
H -0.658 -5.121 -2.165
H -0.417 -4.299 -0.630
H 0.798 -5.473 -1.209
H 2.501 -4.720 -2.890
H 3.583 -2.733 -3.942
H 2.278 -0.607 -4.122
H -2.523 1.392 -4.987
H -3.157 0.047 -5.932
H -1.479 0.557 -6.133
H -3.439 -0.246 -2.295
H -3.150 -1.985 -2.297
H -4.197 -1.253 -3.523
H -0.681 -2.388 -5.689
H -2.422 -2.668 -5.726
H -1.439 -3.321 -4.411
C -4.035 1.840 -0.148
Ge -2.280 2.177 -1.106
C -1.949 4.079 -0.469
C -2.999 4.991 -0.497
C -2.830 6.312 -0.109
C -1.588 6.756 0.318
C -0.525 5.864 0.349
C -0.711 4.545 -0.038
C -3.044 2.789 -2.894
C -4.284 2.367 -3.312
C -4.890 2.849 -4.485
C -4.271 3.808 -5.237
C -2.984 4.264 -4.874
C -2.313 5.258 -5.623
C -1.051 5.660 -5.289
C -0.383 5.050 -4.211
C -1.013 4.098 -3.461
C -2.345 3.706 -3.731
H -4.835 2.487 -0.511
H -3.894 2.026 0.914
H -4.345 0.798 -0.256
H -3.973 4.655 -0.838
H -3.669 7.001 -0.143
H -1.447 7.787 0.624
H 0.453 6.203 0.675
H 0.124 3.856 0.012
H -4.821 1.637 -2.717
H -5.864 2.471 -4.777
H -4.746 4.226 -6.118
H -2.819 5.690 -6.480
H -0.552 6.435 -5.859
H 0.635 5.340 -3.982
H -0.488 3.603 -2.657
Te -2.137 -1.818 1.073
Cl -1.203 1.847 1.758
*
```

Orbital gap (spin up / spin down) ... 6.31 / 5.60 eV
Energy relative to the best compared isomer or geometry (same formula, charge and spin) ... 2.276 eV
Maximum force ... 1.40 eV/A
Highest occupied orbital energy (spin up / spin down) ... -2.089 / -2.062 eV
Total energy ... -5330.4485 Ha

Atom charges from the Mulliken analysis, given in e for atoms 1 to 6: 0.894 -1.534 0.815 -1.266 -1.604 0.673

3.
# C38H50O6P4PdS2

A molecular structure, C38H50O6P4PdS2 (ωB97M-V with the def2-TZVPD basis set, the Open Molecules 2025 dataset).

ORCA input file:
```
! wB97M-V def2-TZVPD RIJCOSX def2/J DEFGRID3
* xyz -2 1
Pd -0.268 0.841 0.515
S 0.337 -0.782 3.483
P 1.695 -0.511 2.039
C 1.300 -0.677 0.406
P 2.010 -0.082 -0.988
S 0.941 -0.010 -2.726
C 3.451 -1.183 -1.424
C 3.248 -2.278 -2.257
C 4.241 -3.226 -2.445
C 5.469 -3.090 -1.812
C 5.689 -1.998 -0.983
C 4.683 -1.063 -0.788
C 2.863 1.559 -0.968
C 3.921 1.829 -1.833
C 4.518 3.080 -1.865
C 4.060 4.092 -1.032
C 2.999 3.837 -0.177
C 2.408 2.583 -0.150
C 3.010 -1.770 2.420
C 3.761 -1.740 3.592
C 4.712 -2.712 3.855
C 4.915 -3.750 2.953
C 4.158 -3.802 1.792
C 3.217 -2.816 1.529
C 2.621 1.019 2.504
C 1.927 2.089 3.063
C 2.578 3.276 3.362
C 3.940 3.411 3.117
C 4.641 2.347 2.571
C 3.982 1.164 2.268
H 2.297 -2.360 -2.769
H 4.057 -4.076 -3.095
H 6.246 -3.833 -1.957
H 6.637 -1.882 -0.469
H 4.870 -0.225 -0.126
H 4.272 1.059 -2.509
H 5.340 3.266 -2.550
H 4.527 5.072 -1.052
H 2.634 4.609 0.493
H 1.579 2.380 0.517
H 3.587 -0.947 4.311
H 5.291 -2.663 4.772
H 5.660 -4.513 3.159
H 4.308 -4.600 1.072
H 2.628 -2.837 0.618
H 0.869 1.970 3.259
H 2.015 4.100 3.788
H 4.446 4.343 3.346
H 5.703 2.438 2.367
H 4.546 0.341 1.845
C -0.867 -3.790 -0.223
C -1.036 -2.734 -1.293
C -0.725 -3.247 -2.681
O -2.450 -2.290 -1.364
P -3.018 -1.288 -0.267
O -2.655 -1.561 1.125
C -2.650 0.338 -0.907
P -3.145 1.808 0.010
O -2.411 2.083 1.247
O -4.717 1.678 0.281
C -5.729 1.464 -0.722
C -6.176 2.770 -1.357
C -6.880 0.788 -0.001
O -3.124 2.976 -1.076
C -2.103 3.980 -1.314
C -0.754 3.344 -1.528
C -2.104 4.981 -0.173
O -4.608 -1.448 -0.512
C -5.157 -2.725 -0.105
C -6.193 -3.109 -1.144
C -5.720 -2.627 1.303
H 0.185 -4.082 -0.193
H -1.470 -4.676 -0.451
H -1.130 -3.392 0.755
H -0.425 -1.862 -1.050
H -1.431 -4.037 -2.956
H 0.285 -3.662 -2.702
H -0.764 -2.434 -3.405
H -3.049 0.397 -1.926
H -1.539 0.373 -1.014
H -5.330 0.781 -1.476
H -6.490 3.469 -0.578
H -7.033 2.579 -2.010
H -5.384 3.231 -1.939
H -7.284 1.459 0.761
H -6.533 -0.122 0.477
H -7.679 0.543 -0.705
H -2.466 4.456 -2.231
H -0.477 2.788 -0.615
H 0.011 4.103 -1.700
H -0.741 2.636 -2.356
H -1.789 4.492 0.748
H -3.099 5.406 -0.027
H -1.406 5.792 -0.398
H -4.350 -3.463 -0.106
H -6.977 -2.350 -1.195
H -6.659 -4.062 -0.881
H -5.731 -3.204 -2.127
H -6.616 -2.003 1.326
H -4.961 -2.206 1.961
H -5.990 -3.620 1.671
*
```

Orbital gap ... 4.22 eV
Energy relative to the best compared isomer or geometry (same formula, charge and spin) ... 0.880 eV
Maximum force ... 0.85 eV/A
Highest occupied orbital energy ... -0.181 eV
Total energy ... -4219.3673 Ha

Atom charges from the Mulliken analysis, given in e for atoms 1 to 6: -0.480 -0.645 1.852 -0.671 2.471 -0.658

4.
# C38H51Cl3N2O3PScSi

A molecular structure, C38H51Cl3N2O3PScSi at a distorted geometry (ωB97M-V with the def2-TZVPD basis set, the Open Molecules 2025 dataset).

ORCA input file:
```
! wB97M-V def2-TZVPD RIJCOSX def2/J DEFGRID3
* xyz 0 1
C -4.536 -1.465 -2.381
C -3.500 -2.456 -1.944
H -5.316 -1.918 -3.008
H -4.070 -0.640 -2.942
H -5.012 -1.043 -1.486
C -3.290 -3.629 -2.564
C -4.039 -4.081 -3.779
H -2.586 -4.346 -2.132
H -4.365 -3.230 -4.395
H -4.940 -4.662 -3.521
H -3.404 -4.731 -4.397
Sc -0.589 0.456 -0.547
Cl -1.753 0.892 1.471
Cl 0.102 2.731 -1.140
C 0.660 -1.573 1.648
O 0.774 -0.832 0.624
N 1.641 -2.363 2.086
C 2.984 -2.292 1.514
C 1.464 -3.325 3.178
H -0.279 -1.579 2.229
H 2.961 -1.642 0.642
H 3.310 -3.301 1.232
H 3.680 -1.893 2.263
H 0.441 -3.271 3.572
H 2.186 -3.109 3.983
H 1.650 -4.348 2.810
H -1.779 -1.325 -3.877
H -0.133 -3.785 -3.843
C -0.794 -0.963 -4.200
C 0.606 -3.022 -4.122
N 0.257 -1.729 -3.533
H -0.700 0.097 -3.959
C 0.970 -1.230 -2.514
O 0.832 -0.061 -2.067
H 1.591 -3.330 -3.752
H 1.714 -1.938 -2.093
H -0.694 -1.129 -5.277
H 0.620 -2.933 -5.215
O -1.824 -0.978 -1.191
C -2.663 -1.992 -0.767
C -0.706 -3.541 -0.801
C -1.833 -3.089 -0.131
H -0.450 -3.073 -1.759
C 0.009 -4.628 -0.295
H -3.379 -1.598 -0.032
C -2.203 -3.622 1.098
H 0.882 -4.990 -0.851
C -0.414 -5.235 0.894
C -1.520 -4.728 1.594
H -3.067 -3.181 1.596
H 0.112 -6.127 1.258
H -1.849 -5.189 2.528
Si -2.458 3.544 -2.219
Cl -2.572 1.392 -2.064
C -1.100 4.148 -3.366
C -2.692 4.269 -0.511
C -4.009 4.023 -3.192
H -0.604 3.325 -3.896
H -0.356 4.758 -2.844
H -1.602 4.792 -4.096
H -3.888 3.757 -4.251
H -4.105 5.116 -3.106
H -4.916 3.540 -2.809
H -3.041 3.507 0.203
H -3.470 5.045 -0.599
H -1.794 4.750 -0.105
C 5.092 0.446 4.228
C 3.743 0.124 4.407
C 2.773 0.742 3.628
C 3.155 1.705 2.669
C 4.508 2.049 2.511
C 5.471 1.411 3.292
P 1.821 2.341 1.602
C 0.920 3.538 2.650
C -0.304 4.005 2.140
C -1.114 4.855 2.886
C -0.721 5.209 4.185
C 0.476 4.715 4.716
C 1.299 3.880 3.958
C 2.740 3.311 0.376
C 2.530 4.689 0.197
C 2.844 5.270 -1.030
C 3.462 4.515 -2.028
C 3.846 3.192 -1.780
C 3.533 2.599 -0.558
H 5.850 -0.058 4.823
H 3.438 -0.608 5.153
H 1.717 0.495 3.749
H 4.805 2.816 1.790
H 6.520 1.673 3.156
H -0.614 3.652 1.161
H -2.050 5.227 2.460
H -1.359 5.861 4.784
H 0.775 4.978 5.733
H 2.228 3.498 4.377
H 2.122 5.287 1.012
H 2.597 6.315 -1.204
H 3.660 4.958 -3.001
H 4.389 2.619 -2.535
H 3.884 1.590 -0.317
*
```

Orbital gap ... 7.51 eV
Energy relative to the best compared isomer or geometry (same formula, charge and spin) ... 0.000 eV
Maximum force ... 1.79 eV/A
Highest occupied orbital energy ... -7.314 eV
Total energy ... -4586.2850 Ha

Atom charges from the Mulliken analysis, given in e for atoms 1 to 6: -1.660 0.263 0.503 0.141 0.351 0.435

5.
# C38H51N9OS

10 unconnected molecules or ions with the total composition C38H51N9OS at a distorted geometry (ωB97M-V with the def2-TZVPD basis set, the Open Molecules 2025 dataset).

ORCA input file:
```
! wB97M-V def2-TZVPD RIJCOSX def2/J DEFGRID3
* xyz 0 1
C -1.002 0.542 0.892
S 0.426 -0.331 0.174
O 0.005 -0.691 -1.264
C 1.523 1.175 0.105
H -1.297 1.458 0.380
H -0.776 0.826 1.920
H -1.923 -0.041 0.891
H 1.053 1.781 -0.669
H 2.525 0.879 -0.208
H 1.586 1.774 1.014
N 1.990 6.271 5.780
C 3.025 6.141 4.977
C 3.223 4.721 4.867
C 2.269 4.156 5.665
C 1.496 5.136 6.235
H 1.694 7.157 6.163
H 3.524 6.963 4.485
H 3.929 4.233 4.211
H 2.155 3.117 5.936
H 0.711 5.015 6.967
N 6.819 3.782 -0.412
C 7.543 4.418 0.535
C 7.466 5.757 0.389
C 6.821 5.984 -0.888
C 6.497 4.736 -1.372
H 6.710 2.784 -0.524
H 8.034 3.806 1.278
H 7.922 6.446 1.084
H 6.671 6.973 -1.294
H 5.996 4.423 -2.276
N -4.720 -0.941 -2.435
C -5.727 -1.660 -1.997
C -6.872 -0.976 -2.390
C -6.615 0.069 -3.177
C -5.215 0.064 -3.224
H -3.743 -1.120 -2.251
H -5.549 -2.491 -1.331
H -7.893 -1.225 -2.142
H -7.171 0.772 -3.780
H -4.568 0.729 -3.776
N 1.321 -2.855 -8.759
C 1.461 -3.470 -7.578
C 0.631 -2.922 -6.668
C -0.139 -1.991 -7.307
C 0.236 -2.000 -8.692
H 1.817 -2.959 -9.632
H 2.148 -4.304 -7.610
H 0.641 -3.262 -5.643
H -0.925 -1.375 -6.896
H -0.092 -1.420 -9.542
N 3.755 -0.293 -4.119
C 4.953 -0.853 -3.712
C 5.934 -0.194 -4.461
C 5.379 0.810 -5.209
C 3.991 0.731 -5.003
H 2.843 -0.652 -3.875
H 5.008 -1.713 -3.060
H 6.966 -0.511 -4.479
H 5.814 1.511 -5.906
H 3.144 1.248 -5.430
N -5.106 -3.096 5.484
C -3.955 -2.607 4.893
C -3.368 -1.665 5.746
C -4.246 -1.546 6.797
C -5.296 -2.389 6.629
H -5.738 -3.736 5.024
H -3.676 -3.098 3.972
H -2.357 -1.291 5.665
H -4.050 -0.896 7.637
H -6.168 -2.555 7.243
N -6.120 2.991 1.103
C -6.057 4.355 0.919
C -5.822 4.851 2.182
C -5.763 3.735 3.054
C -5.998 2.580 2.412
H -6.322 2.349 0.350
H -6.013 4.801 -0.064
H -5.682 5.876 2.492
H -5.514 3.651 4.102
H -6.033 1.510 2.558
N -3.647 -6.180 -4.642
C -2.873 -5.195 -4.013
C -2.532 -5.696 -2.721
C -2.926 -7.007 -2.642
C -3.661 -7.280 -3.725
H -4.192 -6.027 -5.478
H -2.805 -4.360 -4.694
H -1.871 -5.128 -2.084
H -2.914 -7.649 -1.773
H -4.289 -8.145 -3.886
N 3.331 -3.246 4.537
C 3.722 -1.894 4.658
C 4.671 -1.728 5.644
C 4.942 -2.947 6.107
C 4.125 -3.894 5.460
H 2.580 -3.561 3.939
H 3.223 -1.105 4.115
H 5.168 -0.795 5.866
H 5.852 -3.164 6.646
H 3.952 -4.957 5.535
*
```

Orbital gap ... 8.14 eV
Energy relative to the best compared isomer or geometry (same formula, charge and spin) ... 4.770 eV
Maximum force ... 5.08 eV/A
Highest occupied orbital energy ... -8.016 eV
Total energy ... -2444.5486 Ha

Atom charges from the Mulliken analysis, given in e for atoms 1 to 6: -0.974 0.512 -0.625 -0.971 0.318 0.377